C17H18F4N4O4Ti as an isolated structure. Source: the OMol25 dataset; level of theory: ωB97M-V/def2-TZVPD.

ORCA input file:
```
! wB97M-V def2-TZVPD RIJCOSX def2/J DEFGRID3
* xyz 2 1
Ti -0.235 -0.034 0.345
C 2.971 1.648 1.102
C 2.131 0.951 2.153
N 0.642 0.986 1.963
C -0.002 0.284 3.121
C 0.109 -1.238 2.943
C 0.093 2.367 1.723
C 0.142 2.742 0.225
N 0.173 1.497 -0.561
C 0.859 1.376 -1.775
C 1.533 0.183 -1.983
F 1.456 -0.722 -0.906
C 2.221 -0.121 -3.131
F 2.821 -1.296 -3.247
C 2.261 0.826 -4.139
C 1.602 2.031 -3.961
F 1.626 2.940 -4.911
C 0.894 2.312 -2.796
F 0.245 3.458 -2.652
H 4.017 1.505 1.369
H 2.803 2.724 1.079
H 2.839 1.239 0.101
H 2.326 1.403 3.129
H 2.419 -0.100 2.222
H -1.042 0.593 3.178
H 0.489 0.575 4.050
H 0.207 -1.610 1.899
H -0.761 -1.749 3.352
H 0.993 -1.648 3.430
H 0.652 3.099 2.309
H -0.936 2.377 2.076
H 1.026 3.327 -0.020
H -0.736 3.333 -0.035
H 2.801 0.631 -5.057
O -5.122 -3.285 0.288
C -4.236 -3.781 -0.556
O -4.403 -4.778 -1.191
C -2.928 -3.045 -0.731
C -1.919 -3.532 -1.556
N -0.900 -2.673 -1.514
N -1.171 -1.619 -0.726
C -2.421 -1.853 -0.242
C -2.891 -0.859 0.764
O -3.879 -0.958 1.419
O -1.989 0.141 0.876
H -4.841 -2.478 0.755
H -1.909 -4.432 -2.153
H -0.031 -2.736 -2.026
*
```

## Properties
- E_HOMO (eV) = -16.03
- orbital gap (eV) = 7.1845
- strongest force on any atom (Eh/bohr) = 0.014
- E (eV) = -66041.901